# 1
ORCA calculation (wB97M-V/def2-TZVPD) on a molecular structure, C38H30ClNO5PSr.

The energy above the lowest of the compared OMol25 structures with the same formula, charge and spin is 106.28 kJ/mol. The calculation puts the energy at -74272.7054 eV. The frontier orbital gap comes out at 7.20 eV. The LUMO energy is 0.0931 Eh.

Geometry as ORCA input:
```
! RIJCOSX wB97M-V def2-TZVPD def2/J DEFGRID3
* xyz -1 1
Sr 1.057 -0.705 -1.281
Cl 3.226 5.492 3.784
P -2.660 -1.101 0.560
O 3.296 -0.996 -0.810
O 3.981 -0.214 2.654
O -0.783 -1.782 -1.120
O 1.941 -0.112 0.717
O 0.122 -3.644 -0.297
N 0.063 -0.574 -4.051
C -0.207 3.080 -4.064
C -0.472 -3.941 -6.439
C 3.462 3.808 3.406
C 0.725 2.709 -1.504
C -0.106 -1.655 -4.845
C 0.415 3.990 -1.942
C 3.860 0.531 5.267
C 0.020 -0.133 3.555
C -5.097 -1.014 3.975
C 0.001 0.645 -4.550
C 3.687 2.051 1.802
C -6.268 -2.098 2.185
C -2.029 -2.857 0.572
C -0.765 -2.793 -0.340
C 3.799 1.119 2.828
C -0.366 -0.234 -6.775
C -1.462 -0.252 1.657
C -0.803 1.887 2.568
C -3.995 -1.315 1.846
C -6.235 -1.644 3.497
C -0.242 -4.059 -5.054
C 4.188 -0.725 1.352
C -0.191 0.835 -5.952
C -0.073 1.250 3.559
C 3.752 1.545 4.165
C 3.023 -0.599 0.344
C -0.061 -2.951 -4.274
C 3.596 2.893 4.439
C -3.987 -0.846 3.157
C -0.343 -1.542 -6.239
C -0.523 -2.703 -7.018
C -0.062 4.175 -3.232
C -0.660 -0.880 2.606
C 0.140 1.794 -3.624
C -5.161 -1.923 1.371
C 0.615 1.569 -2.315
C 3.492 3.393 2.091
C -1.500 1.142 1.631
H 0.607 -0.643 4.309
H -0.703 -2.590 -8.081
H -0.326 5.164 -3.589
H 3.116 -0.254 5.128
H 0.427 1.827 4.324
H 3.709 1.742 0.769
H -5.188 -2.255 0.338
H 5.074 -0.270 0.897
H -0.574 -1.959 2.633
H -0.617 3.250 -5.054
H -0.840 2.970 2.542
H 3.711 0.995 6.241
H -2.105 1.638 0.879
H -5.069 -0.646 4.993
H -0.184 1.828 -6.375
H -1.824 -3.266 1.560
H 4.384 -1.787 1.499
H 0.099 -3.027 -3.206
H -7.160 -2.577 1.802
H 0.535 4.844 -1.282
H -2.774 -3.486 0.081
H -3.108 -0.348 3.546
H -0.214 -5.045 -4.607
H 3.354 4.107 1.291
H -7.095 -1.772 4.142
H -0.612 -4.831 -7.039
H 1.075 2.588 -0.480
H 3.573 3.232 5.467
H -0.521 -0.094 -7.839
H 4.838 0.047 5.248
*
```


# 2
ORCA calculation (wB97M-V/def2-TZVPD) on a molecular structure, C38H30FN5O5SSe2Te2V.

The calculation puts the energy at -242098.6441 eV. The frontier orbital gap (spin up / spin down) comes out at 4.07 / 4.33 eV. The LUMO energy (spin up / spin down) is 0.1392 / 0.1390 Eh.

Geometry as ORCA input:
```
! RIJCOSX wB97M-V def2-TZVPD def2/J DEFGRID3
* xyz -2 4
Te 0.422 0.391 -5.432
Te 0.475 -2.472 -4.461
Se -0.582 -0.396 -3.337
Se -1.619 0.615 -1.811
V -2.231 1.360 -0.081
S -3.684 1.878 -1.475
F 4.940 -1.062 -3.514
O -4.133 -0.230 2.810
O -1.501 5.622 -0.256
O 1.422 0.974 -0.579
O -0.462 -0.321 2.905
O -0.938 0.764 1.058
N -5.509 3.612 -0.202
N -1.306 3.425 -0.743
N 2.598 -2.443 1.278
N -3.451 0.034 0.669
N -2.726 2.606 1.141
C -3.377 3.917 3.446
C -4.802 2.895 -0.784
C 4.583 -4.227 0.121
C -3.187 -2.548 -1.279
C 2.709 2.699 -2.968
C -3.558 2.548 3.376
C 0.831 3.733 -1.867
C 1.610 3.933 -0.732
C 1.040 -0.627 1.109
C 2.310 -4.026 3.198
C 3.182 -3.542 2.047
C -3.244 1.910 2.163
C -0.912 5.590 -1.552
C -2.815 4.630 2.372
C 1.559 -1.715 1.735
C -2.205 -3.288 -1.912
C 4.324 -1.413 -2.377
C 4.163 -2.932 -0.525
C 3.170 -2.123 0.047
C -1.147 -3.808 -1.176
C 1.384 3.112 -2.973
C -0.636 4.102 -1.849
C -2.463 3.910 1.239
C -1.745 4.330 0.068
C 1.682 -0.113 -0.084
C 3.304 -0.642 -1.872
C -4.460 -1.452 2.174
C -4.069 -1.293 0.688
C 4.747 -2.556 -1.718
C -2.036 -2.793 0.816
C -1.074 -3.570 0.184
C -0.184 -0.023 1.736
C 2.736 -0.979 -0.646
C 2.929 3.514 -0.718
C -3.545 0.561 1.862
C 3.506 -4.689 1.089
C 3.477 2.899 -1.834
C -3.111 -2.297 0.090
H 1.329 -4.336 2.838
H 4.503 2.553 -1.803
H 5.499 -3.181 -2.180
H 0.004 6.183 -1.551
H -1.097 3.788 -2.798
H 1.177 4.392 0.151
H -1.617 6.024 -2.267
H 0.784 2.925 -3.855
H 2.191 -3.266 3.968
H 2.877 0.151 -2.474
H -2.640 5.695 2.399
H 3.842 -5.555 1.663
H -5.534 -1.619 2.289
H 4.739 -4.971 -0.661
H -3.933 1.950 4.193
H 2.614 -4.964 0.523
H 1.101 -2.013 2.667
H -0.245 -3.953 0.766
H -3.669 4.441 4.348
H 3.092 2.197 -3.851
H 4.128 -3.171 2.468
H -2.195 -3.408 -2.988
H -0.375 -4.344 -1.715
H -1.924 -2.535 1.863
H -4.976 -1.264 0.061
H 3.517 3.652 0.181
H 2.791 -4.888 3.658
H 5.531 -4.092 0.655
H -3.925 -2.270 2.663
H -3.982 -2.099 -1.869
*
```


# 3
ORCA calculation (wB97M-V/def2-TZVPD) on a molecular structure, C38H31AgBrN10O3S.

The calculation puts the energy at -145827.9321 eV. The frontier orbital gap comes out at 6.73 eV. The LUMO energy is 0.0696 Eh.

Geometry as ORCA input:
```
! RIJCOSX wB97M-V def2-TZVPD def2/J DEFGRID3
* xyz -1 1
Ag 1.899 0.885 0.374
Br -2.620 5.692 -0.411
S 2.351 -1.335 3.770
O -3.941 -0.299 -2.205
O 0.949 -1.524 4.033
O 3.335 -2.260 4.323
N 0.857 -4.159 -1.073
N 2.489 -1.228 2.149
N -1.365 -3.709 -0.832
N 0.900 -1.045 -4.229
N 0.725 -0.376 -2.060
N -0.716 -3.313 0.259
N -5.974 -0.147 -3.116
N 0.334 0.254 -4.132
N -6.084 -0.690 -1.839
N 3.722 -0.421 0.406
C -0.832 2.013 0.284
C -2.646 0.635 -4.510
C -1.739 0.727 -5.615
C 0.243 0.600 -2.818
C -3.855 -2.714 2.220
C 2.676 0.285 4.359
C -4.684 0.008 -3.328
C -5.058 -2.059 2.125
C -2.247 0.707 -6.889
C 5.905 -1.194 -0.073
C 3.336 2.787 5.377
C 4.758 -0.481 -0.431
C 1.804 1.305 4.054
C 3.702 0.405 5.257
C -0.090 4.656 0.562
C 2.211 2.535 4.513
C -1.405 4.326 0.021
C -0.280 0.839 -5.384
C -0.369 -4.180 -1.627
C 3.670 4.211 5.805
C 4.782 -2.080 1.853
C 0.772 3.663 0.927
C 0.458 2.346 0.595
C 4.065 1.684 5.801
C 3.640 -1.269 1.485
C -1.735 2.986 -0.086
C -3.188 -1.864 0.062
C -3.592 0.313 -7.040
C -4.464 -1.339 -0.068
C -2.837 -2.572 1.223
C -5.457 -1.461 0.903
C -1.431 -3.088 1.494
C 5.933 -1.924 1.090
C -4.870 -0.736 -1.338
C -4.015 0.328 -4.654
C 1.180 -1.306 -2.965
C -4.522 0.151 -5.946
C 0.633 -3.571 0.135
H -4.030 0.233 -8.031
H -2.384 -1.645 -0.685
H -0.526 -4.561 -2.629
H 4.532 0.039 -1.320
H -1.576 0.807 -7.783
H -3.677 -3.176 3.171
H -2.335 0.976 -3.528
H 0.239 0.369 -6.265
H -0.802 -2.360 2.034
H -1.070 0.899 0.116
H -5.864 -2.202 2.882
H -1.487 -4.017 2.115
H 6.716 -1.174 -0.764
H -0.215 1.586 -2.469
H 0.008 1.857 -5.386
H 6.815 -2.506 1.317
H 4.431 -0.401 5.410
H 4.978 1.824 6.411
H 3.007 4.405 6.680
H -5.507 -0.194 -6.161
H 4.705 -2.700 2.817
H 1.785 -2.172 -2.604
H 3.508 4.975 5.019
H 0.957 1.207 3.353
H 4.693 4.241 6.134
H 1.424 -3.292 0.846
H 1.752 3.437 4.108
H 1.748 4.022 1.334
H -6.394 -0.927 0.768
H -2.809 2.726 -0.308
H 0.062 5.729 0.626
*
```